[1]
DFT (the ωB97M-V functional and the def2-TZVPD basis) results for a molecular structure, C22H29N8OSV.

Total energy   -73764.76484 eV
HOMO-LUMO gap (spin up / spin down)   7.5 / 8.1 eV
Spin multiplicity   3
Highest occupied orbital energy (spin up / spin down)   -14.2960 / -14.2909 eV
Total charge   +2
⟨S²⟩   2.017

Positions of all 62 atoms, in Å:
1 S -2.39107 1.10472 0.19079
2 C 2.12243 1.46583 3.55379
3 C -3.38630 -1.00874 -1.45455
4 C 1.13011 -2.83524 -3.08815
5 C -2.58210 0.81143 1.98905
6 C 2.52986 1.24766 -0.69107
7 C -0.17435 -1.26309 -4.33716
8 C 0.83793 3.20894 2.85646
9 H -3.22745 -1.66930 1.42195
10 C 3.18499 3.40649 -1.42627
11 C 3.53400 2.15244 -0.94413
12 H -0.61617 -0.91752 -5.26114
13 C -0.30757 -0.51899 -3.18674
14 O 3.93661 -0.61724 -0.24633
15 H -4.41274 0.82393 -1.01257
16 N -2.17038 -1.73873 -1.11462
17 N 1.73872 2.73757 3.70091
18 H 3.40535 1.61848 5.11048
19 H 2.66078 -2.62585 -0.76287
20 H -2.27298 -0.83448 3.34651
21 H -0.42691 -1.76421 1.99487
22 N 1.22887 1.53072 -0.88333
23 H -0.85003 0.14909 3.12057
24 N 3.03680 0.98940 4.41635
25 C 2.81802 -0.17505 -0.27647
26 H -3.21872 -0.57464 -2.44128
27 H 3.43041 0.06969 4.33682
28 H -2.27810 -2.99907 2.03152
29 C 1.84979 3.69765 -1.64843
30 H 1.09472 -2.96339 -0.04095
31 H -3.64039 0.60917 2.13661
32 C 0.98278 -2.01615 -1.98289
33 H 1.72627 -3.73547 -3.02026
34 H -4.32867 -0.24863 0.36430
35 H 1.54221 4.65805 -2.03741
36 H -2.37833 1.76112 2.47682
37 C -3.76963 0.11601 -0.49296
38 H -1.37104 -3.42003 -0.22251
39 C 0.89848 2.73564 -1.36397
40 H 0.65857 -3.06107 -5.16819
41 H 3.94745 4.14469 -1.63754
42 H -0.87657 0.40328 -3.17779
43 H -1.82670 -2.15717 -1.96855
44 C -1.69036 -0.29201 2.59875
45 C 0.29429 2.44405 1.83774
46 V 0.00236 0.00160 -0.05019
47 H 4.56247 1.85851 -0.78390
48 H 1.87471 -0.35905 2.39796
49 H -3.13211 -3.43390 -0.22732
50 C 1.65072 -2.23913 -0.63888
51 C -2.25459 -2.78729 -0.10537
52 C -2.28806 -2.20194 1.28665
53 N -1.18591 -1.23522 1.56977
54 H -0.15589 2.93124 -1.51602
55 H -0.41879 2.85516 1.13719
56 N 0.23916 -0.89869 -2.02148
57 N 0.66914 1.16529 1.68875
58 N 1.65096 -0.90304 -0.02945
59 H 0.54342 4.24367 2.98768
60 C 0.54118 -2.45267 -4.28102
61 H -4.26121 -1.66460 -1.54309
62 C 1.56954 0.67008 2.53255

=====

[2]
DFT (the ωB97M-V functional and the def2-TZVPD basis) results for C22H29NO4 in the gas phase.

Total energy   -32965.97483 eV
HOMO-LUMO gap   9.4 eV
Highest occupied orbital energy   -8.8499 eV

Positions of all 56 atoms, in Å:
1 H -1.99954 3.57555 0.47576
2 H 3.52686 -3.55088 -0.13375
3 C 4.65288 -0.35438 0.29226
4 H 2.49308 1.14707 -2.75551
5 C -5.46858 -0.28448 0.57036
6 C -0.44285 -2.25237 0.21659
7 O 5.09639 0.13117 -0.71366
8 C -1.71550 -0.24455 0.37893
9 H 0.98763 -3.71442 -0.43274
10 H 3.47532 -2.15423 -1.21402
11 H 5.53423 -2.28133 0.24712
12 H 4.48592 -1.98254 1.66133
13 O -3.34346 2.93160 -0.23873
14 H -5.13203 -1.45518 -1.92537
15 C 0.44817 1.68018 1.38143
16 O 4.12195 0.37824 1.27508
17 H -3.45470 -1.94958 -1.68927
18 H -6.30743 -0.15114 -0.10943
19 H -5.37790 0.61182 1.18076
20 C 1.52080 1.36374 -0.86467
21 C 3.42981 3.29480 -0.33018
22 H -4.72327 -2.58841 -0.63809
23 H 2.45269 3.52111 1.56249
24 H -3.28030 -0.46533 1.75742
25 H 0.96221 -2.23780 -1.40469
26 C 2.46269 2.99428 0.61861
27 C -4.38355 -1.70595 -1.17677
28 C -4.17732 -0.53412 -0.21298
29 C -3.02845 1.74055 -0.26601
30 H 2.01177 -2.42422 1.45296
31 C 2.48402 1.66733 -1.80966
32 H 0.63920 2.23395 2.30186
33 C 4.60114 -1.83208 0.58857
34 O -1.10421 3.39253 0.88579
35 H -2.94087 -1.95125 0.87428
36 C 2.07662 -2.06143 0.42404
37 C -3.83253 0.72382 -1.03211
38 C -3.03531 -0.87064 0.77135
39 H 0.77339 0.60840 -1.05480
40 H -0.47717 -2.58222 1.26340
41 H -4.74030 1.19416 -1.41229
42 N -0.61732 -0.82745 0.15370
43 H 0.45295 0.60737 1.56862
44 C 1.50637 2.02231 0.35936
45 H 1.99374 -0.97536 0.44559
46 H -3.21327 0.43542 -1.88727
47 C -1.81547 1.21951 0.33032
48 C 3.42416 -2.46399 -0.16831
49 H -5.68853 -1.12788 1.22186
50 C 3.44154 2.63298 -1.54593
51 H 4.17215 4.05094 -0.11800
52 C -0.88726 2.09189 0.84219
53 H 4.08642 1.31988 1.02476
54 H 4.19645 2.86313 -2.28119
55 C 0.91296 -2.62548 -0.38579
56 H -1.23638 -2.78497 -0.32555

=====

[3]
DFT (the ωB97M-V functional and the def2-TZVPD basis) results for a molecular structure, C22H30BN4O2S3V.

Total energy   -92214.22913 eV
HOMO-LUMO gap (spin up / spin down)   6.4 / 6.9 eV
Spin multiplicity   3
Highest occupied orbital energy (spin up / spin down)   -13.4084 / -13.4125 eV
Total charge   +2
⟨S²⟩   2.104

Positions of all 63 atoms, in Å:
1 H -5.20894 2.07941 2.62906
2 H -4.43894 0.10279 -2.02740
3 H -4.06596 0.74786 2.48570
4 O 0.91395 0.18305 0.16543
5 N 2.10590 4.75123 3.50519
6 C 3.58315 0.50217 4.15676
7 H 1.27330 6.67489 3.01261
8 C 2.26957 -1.93251 -3.05168
9 H -2.90069 2.97479 2.69752
10 C 2.47091 -0.56318 -2.94074
11 H -3.54597 2.34882 -1.01140
12 H -0.20627 -4.52538 -0.84988
13 H -2.32900 1.41959 -2.92941
14 N 1.89759 1.14733 2.86115
15 V 0.27951 1.61575 1.52009
16 H -5.43099 -1.22914 0.13317
17 H 0.76601 -3.86245 -4.40360
18 C 1.32163 -0.70620 -0.84665
19 H -3.74320 3.55971 1.26139
20 C -3.35609 2.66848 1.75374
21 C -4.45292 1.63309 1.98253
22 C 1.97412 0.03629 -1.80999
23 S -2.00737 2.01665 0.72562
24 N 0.78768 3.51473 2.28441
25 H -4.18139 -1.60627 -1.74609
26 C 1.37077 -4.18558 -2.33034
27 H 3.43787 -4.74584 -1.91780
28 C 1.81232 3.50027 3.13364
29 C 0.37345 -4.32293 -3.49583
30 C -3.98794 -0.61376 -1.34041
31 C 2.40552 2.21928 3.45133
32 H 0.70543 -5.95485 -1.30785
33 H -0.82499 1.36033 -2.03018
34 H 1.44568 -4.76997 -0.23245
35 C 1.23491 5.60910 2.87047
36 C 1.11110 -2.05895 -0.94444
37 H -2.08086 3.32585 -1.28509
38 C -4.60231 -0.52618 0.06287
39 H -3.87595 -0.79288 0.82840
40 H 3.99790 2.47004 4.81289
41 H 2.83423 5.04409 4.13881
42 C 2.69196 -4.87343 -2.70459
43 C 2.62583 0.06552 3.29418
44 S -5.31953 1.10597 0.47077
45 C -2.45892 2.34293 -1.00470
46 H 0.57878 -2.59145 -0.16879
47 H 0.18726 -5.37793 -3.70215
48 C -1.90937 1.26684 -1.93538
49 H -0.38181 5.12258 1.46008
50 H 2.98558 0.00062 -3.70664
51 H 3.10822 -4.49640 -3.63825
52 B 1.34350 1.45244 -0.27083
53 H 4.34589 -0.02590 4.70168
54 O 2.00069 1.39226 -1.44294
55 C 0.42278 4.82953 2.11074
56 H 2.42350 -0.93788 2.96268
57 C 0.79294 -4.88880 -1.10093
58 H -0.57756 -3.84331 -3.25497
59 N 3.42634 1.86354 4.24493
60 H 2.64217 -2.42690 -3.93845
61 C 1.59911 -2.69745 -2.08493
62 S -2.17473 -0.45114 -1.42779
63 H 2.51464 -5.94122 -2.83531